ORCA calculation (ωB97M-V/def2-TZVPD) on the ion C4H10N2OS with charge -2.

F_max, hartree/bohr: 0.0272
ΔE to the lowest compared entry with this formula, charge and spin, kJ/mol: 30.02
Molecular weight, u: 134.2
Total charge: -2
Orbital gap, Eh: 0.212
Calculated total energy, Eh: -741.26643
E_LUMO, eV: 6.126
SMILES: NC[C@H](C[S-])NC[O-]
HOMO, eV: 0.36

Each line ends with the Mulliken charge.
Positions of all 18 atoms, in Å:
N 1.993 0.008 1.270  -0.71
C 1.058 0.846 0.539  -0.95
C -0.189 0.105 -0.002  0.52
C -0.009 -0.023 -1.532  -0.96
S 1.326 -1.136 -2.104  -0.77
N -1.377 0.907 0.251  -0.68
C -1.838 0.845 1.723  -0.33
O -2.428 -0.308 2.086  -0.95
H 2.309 -0.752 0.678  0.28
H 1.599 -0.367 2.127  0.27
H 1.610 1.399 -0.227  0.22
H 0.652 1.625 1.184  0.53
H -0.241 -0.888 0.453  0.22
H 0.154 1.018 -1.834  0.29
H -0.956 -0.366 -1.969  0.28
H -2.177 0.437 -0.172  0.30
H -0.939 1.001 2.337  0.21
H -2.545 1.707 1.748  0.24

ORCA calculation (ωB97M-V/def2-TZVPD) on the ion C4H10N2OS with charge -2.

F_max, hartree/bohr: 0.0820
ΔE to the lowest compared entry with this formula, charge and spin, kJ/mol: 128.54
Molecular weight, u: 134.2
Total charge: -2
Orbital gap, Eh: 0.219
Calculated total energy, Eh: -741.22891
E_LUMO, eV: 6.032
SMILES: NC[C@H](C[S-])NC[O-]
HOMO, eV: 0.08

Each line ends with the Mulliken charge.
Positions of all 18 atoms, in Å:
N -1.741 1.811 -0.713  -0.71
C -1.643 0.652 0.244  -0.75
C -0.091 -0.018 0.167  0.54
C 0.087 -0.928 -1.033  -1.08
S 0.358 -0.183 -2.873  -0.77
N -0.024 -0.630 1.490  -0.52
C 1.211 -0.004 2.377  -0.27
O 1.501 -0.735 3.381  -0.81
H -1.572 1.504 -1.665  0.30
H -1.094 2.600 -0.345  0.28
H -2.389 -0.130 0.159  0.36
H -1.761 1.147 1.304  0.24
H 0.662 0.821 0.107  0.18
H -0.752 -1.680 -1.126  0.22
H 1.054 -1.484 -0.890  0.28
H 0.283 -1.588 1.387  0.25
H 2.023 0.136 1.551  0.10
H 0.778 1.004 2.464  0.17

ORCA calculation (ωB97M-V/def2-TZVPD) on the molecule C4H10N2OS.

F_max, hartree/bohr: 0.0251
ΔE to the lowest compared entry with this formula, charge and spin, kJ/mol: 14.43
Molecular weight, u: 134.2
Orbital gap, Eh: 0.368
Calculated total energy, Eh: -741.37250
E_LUMO, eV: 0.688
SMILES: NC(=O)NCCCS
HOMO, eV: -9.32

Each line ends with the Mulliken charge.
Positions of all 18 atoms, in Å:
N -1.806 2.124 0.680  -0.41
C -1.962 0.856 0.182  0.53
O -3.002 0.238 0.308  -0.65
N -0.885 0.302 -0.497  -0.12
C 0.491 0.622 -0.162  -0.69
C 1.230 -0.532 0.564  -0.62
C 1.082 -1.916 -0.016  -0.81
S 1.263 -2.124 -1.812  -0.17
H -2.674 2.626 0.769  0.28
H -1.031 2.667 0.335  0.20
H -1.065 -0.684 -0.621  0.27
H 1.057 0.906 -1.048  0.33
H 0.533 1.456 0.530  0.30
H 2.262 -0.220 0.628  0.35
H 0.869 -0.504 1.594  0.35
H 1.788 -2.575 0.475  0.40
H 0.103 -2.327 0.217  0.38
H 1.748 -0.915 -2.127  0.09

ORCA calculation (ωB97M-V/def2-TZVPD) on the molecule C4H10N2S.

F_max, hartree/bohr: 0.1183
ΔE to the lowest compared entry with this formula, charge and spin, kJ/mol: 404.78
Molecular weight, u: 118.2
Orbital gap, Eh: 0.345
Calculated total energy, Eh: -665.94878
E_LUMO, eV: 0.804
SMILES: CN/N=C\CCS
HOMO, eV: -8.58

Each line ends with the Mulliken charge.
Positions of all 17 atoms, in Å:
C -0.295 2.069 1.466  -0.65
N 0.963 1.485 0.734  -0.38
N 0.386 1.321 -0.531  -0.39
C 0.496 0.188 -1.231  -0.18
C 0.783 -1.139 -0.751  -0.26
C -0.578 -2.059 -0.747  -0.83
S -2.161 -1.390 0.066  -0.18
H -0.678 3.017 0.954  0.29
H -0.864 1.283 1.727  0.25
H 0.136 2.348 2.475  0.30
H 1.512 2.410 0.546  0.29
H 0.087 0.168 -2.302  0.26
H 1.185 -1.378 0.293  0.33
H 1.512 -1.835 -1.533  0.26
H -0.761 -2.391 -1.918  0.32
H -0.329 -3.041 -0.445  0.47
H -1.394 -1.057 1.196  0.09

ORCA calculation (ωB97M-V/def2-TZVPD) on the molecule C4H10N2S.

F_max, hartree/bohr: 0.0354
ΔE to the lowest compared entry with this formula, charge and spin, kJ/mol: 163.54
Molecular weight, u: 118.2
Orbital gap, Eh: 0.330
Calculated total energy, Eh: -666.04066
E_LUMO, eV: 0.806
SMILES: CN(C)N(C)C=S
HOMO, eV: -8.18

Each line ends with the Mulliken charge.
Positions of all 17 atoms, in Å:
C 0.044 -1.302 -1.236  -0.99
N 0.342 -0.551 -0.056  -0.16
C 0.292 -1.166 1.297  -0.85
N -0.118 0.745 -0.014  0.22
C 0.912 1.756 -0.167  -0.85
C -1.423 1.023 0.110  -0.03
S -2.681 -0.006 0.002  -0.32
H 0.949 -1.874 -1.493  0.32
H -0.754 -2.051 -1.079  0.30
H -0.290 -0.621 -2.015  0.36
H 0.994 -2.005 1.286  0.35
H 0.606 -0.427 2.067  0.26
H -0.756 -1.478 1.497  0.29
H 0.497 2.649 0.220  0.35
H 1.221 1.792 -1.192  0.27
H 1.766 1.443 0.458  0.28
H -1.601 2.074 0.317  0.21

ORCA calculation (ωB97M-V/def2-TZVPD) on the molecule C4H10N2S.

F_max, hartree/bohr: 0.1000
ΔE to the lowest compared entry with this formula, charge and spin, kJ/mol: 243.37
Molecular weight, u: 118.2
Orbital gap, Eh: 0.328
Calculated total energy, Eh: -666.01026
E_LUMO, eV: 0.761
SMILES: C[C@H]1NNS[C@@H]1C
HOMO, eV: -8.16

Each line ends with the Mulliken charge.
Positions of all 17 atoms, in Å:
C -0.236 -0.294 -1.751  -1.28
C -0.497 0.195 -0.291  0.36
N -1.838 -0.267 0.240  -0.32
N -1.925 -0.165 1.632  -0.39
S -0.420 -0.587 2.425  -0.09
C 0.620 -0.299 0.447  -0.26
C 1.842 0.620 0.568  -1.22
H -0.611 -1.305 -1.997  0.36
H 0.877 -0.220 -1.913  0.31
H -0.658 0.402 -2.472  0.34
H -0.454 1.263 -0.467  0.22
H -2.060 -1.250 -0.061  0.29
H -2.164 0.792 1.841  0.29
H 0.920 -1.370 0.251  0.31
H 1.598 1.560 0.876  0.42
H 2.265 0.753 -0.429  0.34
H 2.743 0.172 1.100  0.32

ORCA calculation (ωB97M-V/def2-TZVPD) on a cluster of 2 separate species, C4H10N3 in total.

F_max, hartree/bohr: 0.0862
ΔE to the lowest compared entry with this formula, charge and spin, kJ/mol: 332.71
Molecular weight, u: 100.1
Total charge: +1
Orbital gap, Eh: 0.409
Calculated total energy, Eh: -322.33385
E_LUMO, eV: -2.985
HOMO, eV: -14.11

Each line ends with the Mulliken charge.
Positions of all 17 atoms, in Å:
C 4.170 0.380 -0.129  -0.58
C 4.363 -0.717 -0.564  -0.16
C -2.089 -0.404 -0.508  -0.40
C 0.278 0.094 0.147  0.17
N -3.308 -0.043 0.171  -0.54
N 1.353 0.676 0.689  -0.13
N -0.969 0.227 0.375  -0.25
H 3.901 1.357 0.288  0.41
H -1.808 -1.425 -0.696  0.33
H 4.395 -1.744 -0.939  0.37
H -1.997 0.192 -1.391  0.36
H 0.503 -0.613 -0.641  0.29
H -4.060 -0.670 0.468  0.24
H -3.654 0.825 -0.331  0.25
H 2.354 0.706 0.486  0.06
H 1.103 1.404 1.421  0.24
H -1.246 0.959 1.099  0.32

ORCA calculation (ωB97M-V/def2-TZVPD) on the ion C4H10N3 with charge +1.

F_max, hartree/bohr: 0.0123
ΔE to the lowest compared entry with this formula, charge and spin, kJ/mol: 233.19
Molecular weight, u: 100.1
Total charge: +1
Orbital gap, Eh: 0.388
Calculated total energy, Eh: -322.37176
E_LUMO, eV: -3.364
SMILES: CN1[NH2+]C=C[C@@H]1N
HOMO, eV: -13.92

Each line ends with the Mulliken charge.
Positions of all 17 atoms, in Å:
C -0.797 -1.183 -1.049  -1.05
N -0.222 0.035 -0.529  -0.21
N -1.181 0.805 0.234  -0.03
C -0.499 1.214 1.471  -0.33
C 0.707 0.691 1.530  -0.61
C 1.019 -0.129 0.307  0.12
N 2.199 0.315 -0.330  -0.58
H -1.605 -0.943 -1.740  0.33
H -0.025 -1.702 -1.611  0.38
H -1.165 -1.851 -0.260  0.45
H -2.032 0.251 0.449  0.39
H -1.486 1.627 -0.314  0.34
H -1.030 1.847 2.157  0.51
H 1.432 0.816 2.311  0.43
H 1.151 -1.186 0.582  0.37
H 2.500 -0.274 -1.093  0.25
H 2.168 1.281 -0.625  0.23